{"formula": "C5H8N2", "method": "the ωB97M-V functional and the def2-TZVPD basis", "species": ["C", "C", "C", "N", "C", "N", "C", "H", "H", "H", "H", "H", "H", "H", "H"], "coordinates": [[-2.106, -0.420, -0.242], [-1.003, 0.407, 0.383], [-0.379, 1.542, -0.102], [0.979, 1.283, -0.150], [1.214, 0.006, 0.304], [2.316, -0.759, -0.120], [0.039, -0.470, 0.795], [-1.593, -0.896, -1.095], [-2.395, -1.253, 0.407], [-2.981, 0.089, -0.636], [-0.741, 2.519, -0.401], [1.652, 1.836, -0.654], [3.137, -0.715, 0.464], [2.005, -1.724, -0.176], [-0.143, -1.447, 1.223]], "nbo_charge": [-0.61, -0.11, -0.07, -0.53, 0.27, -0.83, -0.32, 0.21, 0.21, 0.21, 0.21, 0.41, 0.37, 0.38, 0.21], "e_above_lowest_kj_mol": 145.4, "gap_ev": 8.6, "homo_ev": -7.59, "lumo_energy_ev": 1.01, "total_charge": 0}